[1]
The following is a quantum chemistry calculation of a structure of composition C29H66F12N7O11P2Ti2, from OMol25.

Positions of all 129 atoms, in Å:
Ti1 -5.16428 7.54510 -5.10612
Ti2 -3.02954 2.47816 -11.11285
C1 -2.76465 5.37289 -7.89968
C2 -3.08191 4.59842 -9.02885
C3 -4.64142 4.14195 -9.30312
O1 -4.96582 3.56699 -10.35470
C4 -5.60194 4.56571 -8.31041
C5 -5.20094 5.14357 -7.18219
C6 -3.74483 5.61905 -6.98143
O2 -3.25527 6.29368 -5.95873
O3 -6.21236 5.48028 -6.44243
O4 -2.27875 4.19311 -9.89886
H1 -1.73153 5.63391 -7.72379
H2 -6.63133 4.25776 -8.41959
C7 -3.42234 2.87044 -5.41231
C8 -3.42922 1.61842 -4.42528
C9 -2.46586 0.39383 -4.79785
O5 -2.61435 -0.71732 -3.90554
C10 -1.77141 -1.86249 -4.24626
N1 -3.00657 2.17660 -3.06203
H3 -3.47794 3.06687 -2.98898
H4 -3.35809 1.68168 -2.25481
H5 -2.00016 2.25119 -3.02102
H6 -3.75758 2.51295 -6.38592
H7 -2.38689 3.15593 -5.59787
H8 -3.96402 3.73807 -5.03563
H9 -4.46327 1.30952 -4.27222
H10 -1.44909 0.78247 -4.85479
H11 -2.68046 0.07102 -5.81659
H12 -2.29448 -2.76053 -3.91759
H13 -0.75433 -1.86685 -3.85430
H14 -1.56466 -1.82880 -5.31594
C11 -0.44253 10.97196 -9.63243
C12 -0.84363 10.13145 -10.92331
C13 -1.60170 8.82932 -10.73078
O6 -1.84231 8.23281 -12.03468
C14 -2.66945 7.12134 -11.91667
N2 -1.31140 10.96052 -12.09303
H15 -1.27932 10.35480 -12.90060
H16 -2.23459 11.36244 -12.17225
H17 -0.58547 11.65790 -12.17544
H18 0.32855 11.63583 -10.02334
H19 -0.14025 10.45372 -8.72240
H20 -1.29073 11.57701 -9.31218
H21 0.13211 9.71959 -11.18100
H22 -2.58515 9.02221 -10.30217
H23 -1.11768 8.04787 -10.14497
H24 -3.66766 7.34019 -11.53747
H25 -2.23260 6.47122 -11.15864
H26 -2.65405 6.56978 -12.85670
C15 -0.32493 8.64167 -6.36793
C16 0.28685 7.51419 -5.44363
O7 1.50626 7.20486 -5.34117
N3 -0.72154 7.07717 -4.34687
H27 -1.70435 7.27399 -4.47123
H28 -0.78454 6.07084 -4.28828
C17 -0.39127 7.59487 -2.84448
H29 0.33040 8.60198 -7.23804
H30 -0.26861 9.59586 -5.84405
H31 -1.38861 8.52688 -6.57651
H32 -1.00810 7.19031 -2.04202
H33 -0.38400 8.67945 -2.73615
H34 0.57971 7.22516 -2.51490
C18 1.73346 5.24040 -10.79349
C19 1.12605 5.30394 -9.36519
O8 1.14921 6.17555 -8.56974
N4 0.29320 4.03669 -9.13038
H35 -0.68213 4.24821 -9.28565
H36 0.44262 3.33162 -9.83794
C20 0.47236 3.47012 -7.73898
H37 2.60433 4.58502 -10.77950
H38 1.90118 6.27670 -11.08685
H39 0.94202 4.84610 -11.43086
H40 -0.08363 4.09032 -7.03589
H41 1.54527 3.48073 -7.54700
H42 0.04974 2.47587 -7.88382
C21 -9.40010 2.08378 -11.87409
C22 -8.02014 2.26785 -11.49606
O9 -7.48851 1.61231 -10.63513
N5 -7.18004 3.22168 -12.30447
H43 -6.22559 2.96987 -12.09065
H44 -7.18006 2.96055 -13.28014
C23 -7.51626 4.71178 -11.96795
H45 -9.97839 2.93022 -12.24451
H46 -10.00085 1.87509 -10.98885
H47 -9.36129 1.26504 -12.59260
H48 -7.22621 4.98583 -10.95362
H49 -8.53886 4.94702 -12.26303
H50 -6.83035 5.17259 -12.67878
C24 -7.98749 3.60563 -3.91689
C25 -8.32818 2.99645 -5.32736
O10 -8.13010 1.75657 -5.47382
N6 -9.23081 3.77071 -6.36886
H51 -9.88897 4.25291 -5.77354
H52 -8.66835 4.58372 -6.57565
C26 -9.75789 2.84894 -7.44093
H53 -7.25274 2.96401 -3.43051
H54 -8.83487 3.46430 -3.24602
H55 -7.74231 4.66669 -3.96314
H56 -8.97082 2.31439 -7.97280
H57 -10.11408 3.52007 -8.22246
H58 -10.59133 2.23982 -7.09096
C27 -5.90916 0.60419 -8.10330
C28 -5.49865 -0.80767 -7.93415
O11 -4.68529 -1.17501 -7.05824
N7 -6.13929 -1.68679 -9.01766
H59 -7.09293 -1.43387 -9.23377
H60 -5.60799 -1.30130 -9.78527
C29 -5.87040 -3.16119 -8.62491
H61 -6.95536 0.80954 -8.33003
H62 -5.21070 0.99288 -8.84437
H63 -5.74693 1.23792 -7.23143
H64 -6.62896 -3.76522 -9.12276
H65 -6.05868 -3.37167 -7.57213
H66 -4.88753 -3.47652 -8.97509
P1 -8.49656 8.01420 -3.98676
F1 -7.96723 7.06425 -2.77519
F2 -8.24021 6.89607 -5.08758
F3 -10.00161 7.44996 -3.85461
F4 -9.03920 8.91953 -5.24760
F5 -8.78521 9.10890 -2.81101
F6 -6.99782 8.53448 -4.18693
P2 -3.84996 3.83131 -14.12657
F7 -5.07015 4.99220 -14.36237
F8 -3.79507 4.25669 -12.59730
F9 -4.94914 2.66988 -13.66825
F10 -2.90924 2.56641 -13.52930
F11 -3.98661 3.19922 -15.61154
F12 -2.58863 4.76102 -14.63329

The calculation puts the highest occupied orbital energy (spin up / spin down) at -15.244 / -18.304 eV. As for the spin multiplicity: 7. As for the gap between HOMO and LUMO (spin up / spin down): 2.7987 / 5.5130 eV. The energy comes out at -161465.7341 eV. Its expectation value of S² is 12.0291. For the LUMO energy (spin up / spin down), the calculation gives -12.45 / -12.79 eV. The net charge is +5.

Atom charges from the Löwdin analysis, given in e for atoms 1 to 4: 0.90, 1.31, -0.02, -0.34


[2]
The following is a quantum chemistry calculation of a cluster of 5 separate species, C29H68FO8P in total, from OMol25.

Positions of all 107 atoms, in Å:
C1 2.80398 2.82132 3.10520
C2 2.70991 1.36873 3.57409
C3 2.69089 0.37129 2.40872
C4 1.73986 -0.79914 2.63950
C5 1.82215 -1.88653 1.57730
C6 0.94224 -3.10621 1.90784
C7 0.17665 -3.71868 0.72645
C8 -1.22502 -4.20289 1.12731
C9 -2.30418 -3.10560 1.06626
C10 -3.03954 -2.92948 2.39772
C11 -4.11402 -1.82038 2.46765
C12 -4.07326 -0.77371 1.35448
C13 -4.95040 0.45805 1.61865
P1 -4.42253 1.38890 3.11477
F1 -5.74273 2.32345 3.28807
H1 2.74107 3.52026 3.94168
H2 1.98053 3.05041 2.42547
H3 3.73450 3.01081 2.56769
H4 1.79462 1.23842 4.15951
H5 3.55068 1.13950 4.23350
H6 3.69583 -0.02904 2.23339
H7 2.40985 0.90459 1.49605
H8 1.95038 -1.23997 3.62159
H9 0.70871 -0.42689 2.68196
H10 1.52775 -1.47183 0.60537
H11 2.86979 -2.18690 1.46868
H12 0.20908 -2.79944 2.66291
H13 1.55597 -3.87771 2.37919
H14 0.73552 -4.56085 0.30971
H15 0.09340 -2.96736 -0.06521
H16 -1.51332 -5.05561 0.50955
H17 -1.17824 -4.58002 2.15455
H18 -3.02880 -3.34420 0.28180
H19 -1.82694 -2.16561 0.77908
H20 -3.50617 -3.88783 2.64257
H21 -2.28880 -2.75302 3.17444
H22 -5.10681 -2.27963 2.45909
H23 -4.03328 -1.31915 3.43480
H24 -4.43320 -1.23368 0.42953
H25 -3.04998 -0.44930 1.14784
H26 -5.99157 0.16065 1.77494
H27 -4.92643 1.11250 0.74728
H28 -3.63858 2.35285 2.42658
C14 3.15918 4.36229 -1.11676
O1 3.08535 3.16531 -0.36948
C15 2.88024 2.01023 -1.16326
C16 4.15567 1.23153 -1.39092
O2 5.09927 1.95849 -2.16121
C17 6.10802 2.57762 -1.38773
H29 3.52225 5.13905 -0.44562
H30 3.84483 4.26906 -1.96291
H31 2.17106 4.65406 -1.49039
H32 2.42863 2.27214 -2.12703
H33 2.17586 1.36519 -0.62959
H34 3.90747 0.31776 -1.93830
H35 4.58971 0.94688 -0.42560
H36 6.81755 1.83675 -1.00229
H37 5.68785 3.13535 -0.54684
H38 6.64144 3.26550 -2.04190
C18 -1.59953 -0.97884 -1.95226
O3 -1.46335 -0.71657 -3.33078
C19 -0.56468 0.33440 -3.62307
C20 0.79746 -0.17522 -4.03771
O4 1.45640 -0.87532 -2.99331
C21 1.39121 -2.28611 -3.11117
H39 -2.14488 -1.91477 -1.85395
H40 -0.62696 -1.07614 -1.46042
H41 -2.17053 -0.18439 -1.45766
H42 -0.46050 0.99902 -2.75750
H43 -0.99067 0.91576 -4.44611
H44 1.42251 0.68269 -4.30565
H45 0.70240 -0.81428 -4.92173
H46 2.06146 -2.64658 -3.89873
H47 0.37506 -2.62530 -3.32727
H48 1.71110 -2.70396 -2.15684
C22 3.42887 -5.29545 -4.31869
O5 2.93010 -4.79040 -5.54318
C23 3.91471 -4.67013 -6.55544
C24 3.87188 -5.82196 -7.53637
O6 4.19577 -7.05831 -6.92644
C25 3.06828 -7.84965 -6.60359
H49 2.56819 -5.54154 -3.69816
H50 4.03367 -6.19281 -4.46733
H51 4.03064 -4.53850 -3.80298
H52 4.91293 -4.60157 -6.10983
H53 3.72169 -3.73909 -7.09653
H54 4.60782 -5.63855 -8.32476
H55 2.88203 -5.87367 -8.00276
H56 2.61981 -8.27973 -7.50582
H57 2.30872 -7.27245 -6.07076
H58 3.41549 -8.66002 -5.96492
C26 -6.72566 6.72083 6.59939
O7 -6.86855 7.61235 5.51009
C27 -5.69698 8.35239 5.21881
C28 -4.92035 7.76775 4.05800
O8 -4.40892 6.48026 4.34749
C29 -5.18281 5.42131 3.81254
H59 -7.60063 6.07317 6.60237
H60 -5.82639 6.10779 6.50430
H61 -6.68651 7.26601 7.54902
H62 -5.05110 8.40879 6.10197
H63 -6.00468 9.36995 4.95978
H64 -4.06986 8.42133 3.84122
H65 -5.55759 7.73500 3.16737
H66 -5.04403 5.34380 2.72840
H67 -6.24645 5.55020 4.02518
H68 -4.84057 4.50028 4.27802

The calculation puts the highest occupied orbital energy at -9.124 eV. As for the spin multiplicity: 1. As for the gap between HOMO and LUMO: 9.6944 eV. The energy comes out at -59557.7330 eV. For the LUMO energy, the calculation gives 0.57 eV. The net charge is 0. The SMILES is CCCCCCCCCCCCCPF.COCCOC.COCCOC.COCCOC.COCCOC.

Atom charges from the Löwdin analysis, given in e for atoms 1 to 4: -0.12, -0.26, -0.22, -0.23


[3]
The following is a quantum chemistry calculation of a cluster of 3 separate species, C29H71N8O2P2S2 in total, from OMol25.

Positions of all 114 atoms, in Å:
C1 4.03687 -1.27002 6.54616
C2 3.63322 -1.55507 5.07172
C3 2.12025 -1.75339 5.02736
C4 1.59978 -2.13663 3.63825
N1 2.21821 -1.38687 2.54875
C5 2.18079 -2.09594 1.24564
C6 0.93707 -2.94856 0.99535
C7 -0.36609 -2.11566 0.86734
C8 -1.60112 -2.76424 1.53187
C9 -2.08642 -1.89397 2.71031
C10 -3.38597 -1.16026 2.47678
C11 -3.74972 -0.23333 3.67360
C12 -2.87993 -0.37304 4.96119
C13 -2.05699 -1.66751 5.11153
N2 -2.27895 -2.64928 4.00962
C14 1.83153 -0.06798 2.46830
S1 0.59950 0.63845 3.33077
S2 2.77396 0.93687 1.36174
C15 2.62507 2.61400 2.04263
C16 1.38847 3.38304 1.50416
C17 0.51849 3.98007 2.64558
H1 5.07055 -1.54511 6.74641
H2 3.87531 -0.21870 6.78304
H3 3.39896 -1.87914 7.19062
H4 3.95717 -0.68345 4.50424
H5 4.18607 -2.45007 4.77962
H6 1.66804 -0.82475 5.38166
H7 1.84870 -2.52867 5.74946
H8 0.50467 -2.13537 3.61363
H9 1.90347 -3.17935 3.50446
H10 3.05065 -2.74800 1.12674
H11 2.23813 -1.39606 0.41087
H12 0.83946 -3.78777 1.68566
H13 1.07888 -3.41240 0.01488
H14 -0.59482 -2.05931 -0.19818
H15 -0.22265 -1.08829 1.19968
H16 -1.40415 -3.79297 1.85062
H17 -2.41377 -2.82557 0.80599
H18 -1.31000 -1.15638 2.92112
H19 -4.21018 -1.87643 2.35970
H20 -3.36094 -0.57219 1.56198
H21 -4.79972 -0.29511 3.95140
H22 -3.61306 0.78936 3.32052
H23 -3.55710 -0.33772 5.81476
H24 -2.21725 0.48202 5.07014
H25 -2.18555 -2.14833 6.08072
H26 -0.99873 -1.40037 5.07249
H27 -1.58408 -3.39306 4.04138
H28 -3.23229 -3.01227 3.98621
H29 2.64587 2.60015 3.12918
H30 3.52956 3.11575 1.69458
H31 1.68506 4.21501 0.86875
H32 0.76799 2.67442 0.96048
H33 0.92447 3.73967 3.62781
H34 -0.49175 3.57090 2.63181
H35 0.43594 5.06256 2.54134
O1 0.64197 -3.23136 -3.30092
P1 1.43315 -3.84638 -4.42743
N3 1.08350 -5.50281 -4.10336
C18 1.93155 -6.66765 -4.23900
C19 -0.33102 -5.86049 -4.14867
N4 2.98858 -3.27251 -3.89724
C20 4.22612 -4.04375 -3.75780
C21 2.94284 -2.27951 -2.82552
N5 1.91878 -3.99010 -6.06215
C22 0.78054 -3.96784 -6.99042
C23 3.00037 -4.75143 -6.65182
H36 1.81451 -7.17373 -5.20794
H37 1.67229 -7.39535 -3.46470
H38 2.98506 -6.44886 -4.09410
H39 -0.72604 -5.86147 -5.17305
H40 -0.92875 -5.16272 -3.56088
H41 -0.49614 -6.85378 -3.72866
H42 4.06662 -5.07977 -3.45712
H43 4.86857 -3.61653 -2.98844
H44 4.83597 -3.99571 -4.66169
H45 2.78146 -2.75378 -1.84602
H46 2.16014 -1.54483 -2.98424
H47 3.87898 -1.71960 -2.78089
H48 0.32110 -4.96093 -7.08838
H49 1.09987 -3.64260 -7.98190
H50 0.01204 -3.26899 -6.65042
H51 2.62972 -5.68743 -7.08653
H52 3.80290 -5.01846 -5.97855
H53 3.44457 -4.16890 -7.46478
O2 -2.66914 7.62766 0.17059
P2 -2.71087 6.34208 -0.60655
N6 -1.22131 6.51346 -1.45684
C24 -0.87723 6.12361 -2.80611
C25 -0.03930 6.62858 -0.61200
N7 -4.15191 6.70158 -1.50162
C26 -4.36328 6.56662 -2.94448
C27 -4.89535 7.88338 -1.04104
N8 -2.90566 4.63429 -0.76802
C28 -2.18925 3.88678 0.26735
C29 -3.01601 3.81587 -1.95446
H54 -0.41252 5.12699 -2.86066
H55 -0.15550 6.83596 -3.21517
H56 -1.72366 6.14265 -3.48571
H57 0.21526 5.67557 -0.12582
H58 -0.18974 7.37383 0.16987
H59 0.82728 6.94781 -1.19284
H60 -3.47175 6.76528 -3.54003
H61 -5.10847 7.27754 -3.29798
H62 -4.78888 5.59394 -3.20224
H63 -4.44863 8.81444 -1.40739
H64 -4.95137 7.93166 0.04085
H65 -5.92324 7.83378 -1.40475
H66 -1.13242 3.74410 -0.00029
H67 -2.64092 2.90063 0.41296
H68 -2.22984 4.40916 1.22629
H69 -2.05910 3.33338 -2.19270
H70 -3.33205 4.33473 -2.84856
H71 -3.74533 3.01831 -1.77248

The calculation puts the highest occupied orbital energy at -9.309 eV. As for the spin multiplicity: 1. As for the gap between HOMO and LUMO: 6.6900 eV. The energy comes out at -87479.3004 eV. For the LUMO energy, the calculation gives -2.62 eV. The net charge is +1.

Atom charges from the Löwdin analysis, given in e for atoms 1 to 4: -0.10, -0.24, -0.23, -0.23